(1)
A molecular structure, C2H3HoLiO at a distorted geometry, computed with wB97M-V/def2-TZVPD.

```
! RIJCOSX wB97M-V def2-TZVPD def2/J DEFGRID3
* xyz 2 6
Ho 2.073 -0.568 1.098
O -0.360 0.979 1.675
C -0.294 1.375 0.418
C -0.313 -0.367 -0.855
Li -0.411 -2.829 0.220
H 0.618 1.978 0.225
H -1.383 -0.623 -0.982
H 0.070 0.057 -1.798
*
```

Properties
* ⟨S²⟩: 8.765
* E: -30147.89245 eV
* Kohn-Sham gap (spin up / spin down): 6.5 / 6.0 eV
* maximum force: 0.150 hartree/bohr

Here are the Löwdin charges for atoms 1 to 4, given in e: 1.6740, -0.2192, -0.0843, -0.1239

=====

(2)
2 unconnected molecules or ions with the total composition C3H10N2O2 at a distorted geometry, computed with wB97M-V/def2-TZVPD.

```
! RIJCOSX wB97M-V def2-TZVPD def2/J DEFGRID3
* xyz 0 1
O -1.556 2.574 -1.913
O -0.045 1.218 0.804
N 0.935 -2.125 -0.125
N 1.747 0.404 -0.246
C -0.101 -1.130 0.235
C -1.148 -1.468 1.304
C 0.532 0.244 0.333
H -1.870 2.152 -1.110
H -2.025 -0.907 0.998
H 0.769 -2.544 -1.032
H -1.458 3.486 -1.608
H -0.678 -0.983 -0.691
H 2.274 -0.394 -0.518
H -1.381 -2.525 1.158
H 1.987 1.377 -0.324
H -0.821 -1.263 2.315
H 0.853 -2.894 0.520
*
```

Properties
* E: -10348.75431 eV
* Kohn-Sham gap: 10.1 eV
* energy relative to the best compared isomer or geometry (same formula, charge and spin): 16.9 kcal per mole
* maximum force: 0.029 hartree/bohr

Here are the Löwdin charges for atoms 1 to 4, given in e: -0.0673, 0.0208, 0.0314, 0.1647